Entry 1:
# C5H11N3

A cluster of 2 separate species, C5H11N3 in total (ωB97M-V/def2-TZVPD, the Open Molecules 2025 dataset).

orbital gap (spin up / spin down): 7.15 / 7.15 eV
HOMO level (spin up / spin down): -6.52 / -6.52 eV
M: 113.16 g mol⁻¹
energy above the lowest of the compared OMol25 structures with the same formula, charge and spin: 4.395 eV

Cartesian coordinates (Å):
C  0.689  0.531  -0.243
C  0.463  1.445  0.912
N  0.910  -0.760  -0.027
N  0.889  1.011  -1.528
C  -1.861  -0.178  -0.826
C  0.297  -1.522  0.941
C  0.829  -2.078  2.006
N  -1.598  -0.177  -2.070
H  1.091  -1.285  -0.882
H  0.686  1.998  -1.616
H  0.355  0.467  -2.224
H  -2.048  0.563  -2.611
H  -2.569  0.513  -0.351
H  -1.434  -1.017  -0.157
H  0.071  0.901  1.770
H  1.396  1.917  1.228
H  -0.246  2.233  0.658
H  0.207  -2.603  2.715
H  1.871  -1.958  2.305

Here are the natural (NBO) charges for atoms 1 to 2, given in e: 0.42 -0.69

---

Entry 2:
# C5H11N3

A cluster of 2 separate species, C5H11N3 in total (ωB97M-V/def2-TZVPD, the Open Molecules 2025 dataset).

orbital gap: 10.19 eV
SMILES: [H]/N=C\N.CC(C)C#N
HOMO level: -9.40 eV
M: 113.16 g mol⁻¹
energy above the lowest of the compared OMol25 structures with the same formula, charge and spin: 1.491 eV

Cartesian coordinates (Å):
H  -2.816  1.508  0.045
N  -2.380  0.977  -0.709
C  -1.999  -0.178  -0.363
N  -2.293  -0.848  0.801
H  -1.499  -0.862  -1.200
H  -2.875  -0.398  1.490
H  -2.261  -1.855  0.803
C  1.637  1.343  -0.659
C  0.989  0.064  -0.139
C  1.687  -0.523  1.084
C  0.803  -0.904  -1.169
N  0.177  -1.575  -1.878
H  1.679  2.089  0.136
H  2.658  1.145  -0.994
H  1.073  1.748  -1.496
H  -0.182  0.261  0.077
H  1.712  0.216  1.886
H  2.717  -0.793  0.844
H  1.172  -1.415  1.442

Here are the natural (NBO) charges for atoms 1 to 2, given in e: 0.32 -0.71

---

Entry 3:
# C5H11N3

A structure of composition C5H11N3 (ωB97M-V/def2-TZVPD, the Open Molecules 2025 dataset).

orbital gap: 8.95 eV
HOMO level: -8.10 eV
M: 113.16 g mol⁻¹
energy above the lowest of the compared OMol25 structures with the same formula, charge and spin: 2.324 eV

Cartesian coordinates (Å):
C  0.021  1.873  -0.594
C  -2.412  0.236  0.475
C  1.575  -1.364  -0.857
N  -0.428  -1.312  0.816
C  -0.984  -0.193  0.401
C  1.220  -0.481  0.315
N  0.009  0.537  -0.069
N  2.066  0.009  1.143
H  -0.830  -1.829  1.588
H  3.005  -0.338  0.978
H  0.979  2.317  -0.320
H  -0.780  2.485  -0.172
H  -0.111  1.858  -1.681
H  -2.887  0.113  -0.500
H  -2.501  1.281  0.771
H  -2.951  -0.378  1.196
H  1.978  -0.770  -1.679
H  2.309  -2.120  -0.573
H  0.723  -1.926  -1.238

Here are the natural (NBO) charges for atoms 1 to 2, given in e: -0.41 -0.68

---

Entry 4:
# C5H11N3

The molecule C5H11N3 (ωB97M-V/def2-TZVPD, the Open Molecules 2025 dataset).

orbital gap: 9.49 eV
SMILES: [H]/N=C\N1C[C@H](N)[C@@H]1C
HOMO level: -8.64 eV
M: 113.16 g mol⁻¹
energy above the lowest of the compared OMol25 structures with the same formula, charge and spin: 1.849 eV

Cartesian coordinates (Å):
H  -1.552  -0.910  -2.347
N  -2.060  -0.017  -2.268
C  -1.767  0.757  -1.265
N  -0.747  0.589  -0.432
C  -0.670  0.961  0.935
C  0.093  -0.281  1.293
N  1.457  -0.298  1.843
C  0.005  -0.621  -0.289
C  1.447  -0.742  -0.966
H  -2.282  1.663  -1.204
H  -1.621  1.237  1.413
H  0.051  1.802  1.124
H  -0.523  -0.947  1.907
H  1.341  0.119  2.766
H  1.965  0.447  1.334
H  -0.537  -1.540  -0.476
H  1.895  0.247  -0.925
H  2.099  -1.439  -0.411
H  1.404  -1.026  -2.034

Here are the natural (NBO) charges for atoms 1 to 2, given in e: 0.33 -0.73

---

Entry 5:
# C5H11N3

A cluster of 2 separate species, C5H11N3 in total (ωB97M-V/def2-TZVPD, the Open Molecules 2025 dataset).

orbital gap: 9.25 eV
SMILES: C/C=N/N.CC=C=N
HOMO level: -8.28 eV
M: 113.16 g mol⁻¹
energy above the lowest of the compared OMol25 structures with the same formula, charge and spin: 3.886 eV

Cartesian coordinates (Å):
C  2.141  -0.813  0.288
C  0.730  -0.635  0.805
N  0.565  0.224  1.726
N  -0.475  0.137  2.603
H  2.526  -1.814  0.268
H  2.730  -0.176  0.974
H  2.059  -0.521  -0.810
H  -0.088  -1.460  0.787
H  -1.235  -0.499  2.230
H  -0.615  1.072  2.992
C  0.407  1.126  -2.321
C  -0.618  0.629  -1.278
C  -1.429  -0.321  -1.456
N  -2.238  -1.185  -1.746
H  0.219  2.158  -2.371
H  1.478  0.966  -2.082
H  0.261  0.632  -3.292
H  -0.758  1.177  -0.424
H  -1.892  -2.130  -1.445

Here are the natural (NBO) charges for atoms 1 to 2, given in e: -0.66 0.04

---

Entry 6:
# C5H11N3

The molecule C5H11N3 (ωB97M-V/def2-TZVPD, the Open Molecules 2025 dataset).

orbital gap: 9.11 eV
SMILES: C=C(N)/C=C(\C)NN
HOMO level: -8.16 eV
M: 113.16 g mol⁻¹
energy above the lowest of the compared OMol25 structures with the same formula, charge and spin: 4.034 eV

Cartesian coordinates (Å):
C  -0.890  2.013  1.110
C  -0.467  0.797  1.465
N  -0.211  0.402  2.754
C  -0.528  -0.515  0.337
C  0.432  -0.398  -0.509
C  1.403  0.586  -1.038
N  0.357  -1.897  -1.332
N  -0.753  -2.215  -2.118
H  -1.107  2.259  0.077
H  -1.011  2.814  1.836
H  -0.120  1.149  3.438
H  0.502  -0.312  2.844
H  -1.207  -1.273  0.686
H  1.100  0.897  -2.044
H  2.403  0.147  -1.109
H  1.499  1.466  -0.398
H  1.217  -1.958  -1.882
H  -1.127  -1.392  -2.598
H  -1.495  -2.571  -1.519

Here are the natural (NBO) charges for atoms 1 to 2, given in e: -0.56 0.20

---

Entry 7:
# C5H11N3

The ion C5H11N3 with charge +2 (ωB97M-V/def2-TZVPD, the Open Molecules 2025 dataset).

orbital gap: 11.10 eV
SMILES: CC1(C)NC=[NH+]C1=[NH2+]
HOMO level: -20.49 eV
M: 113.16 g mol⁻¹
energy above the lowest of the compared OMol25 structures with the same formula, charge and spin: 3.153 eV
charge: +2

Cartesian coordinates (Å):
C  1.215  -0.842  1.005
C  -0.108  -0.506  0.210
C  -1.160  -1.514  -0.120
N  -0.624  0.763  1.345
C  -0.639  1.865  0.699
N  -0.355  1.759  -0.632
C  0.079  0.478  -0.934
N  0.742  0.163  -1.982
H  1.160  -1.420  1.880
H  1.819  0.172  1.159
H  1.858  -1.578  0.339
H  -1.199  -2.297  0.681
H  -0.903  -2.003  -1.046
H  -2.074  -1.112  -0.027
H  -0.705  0.471  2.294
H  -0.846  2.918  0.964
H  -0.156  2.583  -1.263
H  1.031  -0.802  -1.931
H  0.864  0.904  -2.642

Here are the natural (NBO) charges for atoms 1 to 2, given in e: -0.65 0.19

---

Entry 8:
# C5H11N3

The ion C5H11N3 with charge +2 (ωB97M-V/def2-TZVPD, the Open Molecules 2025 dataset).

orbital gap: 10.29 eV
SMILES: CCC1=[NH+]CN=[N+]1C
HOMO level: -20.99 eV
M: 113.16 g mol⁻¹
energy above the lowest of the compared OMol25 structures with the same formula, charge and spin: 4.759 eV
charge: +2

Cartesian coordinates (Å):
C  -2.507  -0.335  0.434
C  -1.406  0.221  -0.507
C  -0.107  -0.311  -0.246
N  0.418  -1.476  -0.144
C  1.861  -1.458  0.078
N  2.211  -0.122  0.155
N  1.273  0.640  0.008
C  1.296  2.035  0.044
H  -3.471  -0.061  0.014
H  -2.426  0.109  1.424
H  -2.476  -1.415  0.530
H  -1.417  1.314  -0.476
H  -1.687  -0.087  -1.528
H  -0.074  -2.369  -0.210
H  2.410  -1.957  -0.746
H  2.196  -1.997  0.986
H  0.720  2.422  0.895
H  0.855  2.472  -0.860
H  2.332  2.374  0.150

Here are the natural (NBO) charges for atoms 1 to 2, given in e: -0.58 -0.57

---

Entry 9:
# C5H11N3

The ion C5H11N3 with charge +2 (ωB97M-V/def2-TZVPD, the Open Molecules 2025 dataset).

orbital gap (spin up / spin down): 7.78 / 6.78 eV
HOMO level (spin up / spin down): -18.89 / -18.52 eV
M: 113.16 g mol⁻¹
energy above the lowest of the compared OMol25 structures with the same formula, charge and spin: 7.307 eV
charge: +2

Cartesian coordinates (Å):
C  1.807  0.287  0.345
C  1.596  -0.841  -0.447
C  0.728  1.374  0.400
C  -0.391  -1.403  0.690
C  -1.578  0.567  -0.380
N  -1.613  -0.731  0.277
N  0.404  -1.355  -0.496
N  -0.419  1.346  -0.445
H  2.766  0.696  0.866
H  2.495  -1.046  -0.982
H  0.543  1.590  1.518
H  1.153  2.299  0.317
H  0.279  -1.097  1.449
H  -0.805  -2.500  0.826
H  -2.079  0.523  -1.350
H  -2.383  1.280  -0.035
H  -2.403  -1.219  -0.091
H  0.189  -1.863  -1.368
H  -0.290  2.093  -1.093

Here are the natural (NBO) charges for atoms 1 to 2, given in e: -0.02 0.10

---

Entry 10:
# C5H11N3

A cluster of 3 separate species, C5H11N3 in total (ωB97M-V/def2-TZVPD, the Open Molecules 2025 dataset).

orbital gap: 4.11 eV
HOMO level: -15.42 eV
M: 113.16 g mol⁻¹
energy above the lowest of the compared OMol25 structures with the same formula, charge and spin: 9.814 eV
charge: +2

Cartesian coordinates (Å):
C  1.170  -1.572  -0.843
C  0.579  -0.361  -1.121
C  -0.488  0.257  -0.299
C  -1.355  -0.503  0.510
N  -2.410  0.409  0.989
C  -2.582  0.267  -0.344
N  -1.482  1.076  -0.906
N  4.750  0.475  1.540
H  1.574  -2.202  -1.637
H  0.824  -2.213  -0.034
H  0.764  0.053  -2.111
H  1.812  -0.163  -0.348
H  -1.214  -1.454  1.006
H  -3.039  0.289  1.780
H  -3.229  -0.243  -1.055
H  -1.521  2.001  -0.456
H  5.259  0.537  0.669
H  5.391  -0.041  2.130
H  4.503  1.348  1.977

Here are the Mulliken charges for atoms 1 to 2, given in e: -0.60 -0.15

---

Entry 11:
# C5H11N3

The ion C5H11N3 with charge +2 (ωB97M-V/def2-TZVPD, the Open Molecules 2025 dataset).

orbital gap: 8.67 eV
SMILES: C=C(C)C(=[NH2+])NC=[NH2+]
HOMO level: -18.63 eV
M: 113.16 g mol⁻¹
energy above the lowest of the compared OMol25 structures with the same formula, charge and spin: 2.996 eV
charge: +2

Cartesian coordinates (Å):
C  0.301  1.497  -0.822
C  0.937  0.418  -0.254
C  2.278  0.724  0.390
C  0.301  -0.832  -0.101
N  1.022  -1.863  0.133
N  -1.036  -1.049  -0.368
C  -2.234  -0.358  -0.133
N  -2.489  0.652  0.635
H  -0.658  1.545  -1.323
H  0.962  2.325  -0.936
H  2.357  1.759  0.668
H  3.113  0.419  -0.266
H  2.487  0.036  1.241
H  1.869  -1.917  0.603
H  0.490  -2.718  0.212
H  -1.220  -2.027  -0.836
H  -3.151  -0.887  -0.476
H  -1.930  1.165  1.236
H  -3.399  1.112  0.395

Here are the natural (NBO) charges for atoms 1 to 2, given in e: -0.15 -0.14

---

Entry 12:
# C5H11N3O

A structure of composition C5H11N3O (ωB97M-V/def2-TZVPD, the Open Molecules 2025 dataset).

orbital gap: 9.06 eV
HOMO level: -8.38 eV
M: 129.16 g mol⁻¹
energy above the lowest of the compared OMol25 structures with the same formula, charge and spin: 3.994 eV

Cartesian coordinates (Å):
C  -0.288  -2.695  1.294
C  1.768  0.299  -0.794
C  -0.072  1.670  -1.639
N  0.396  0.764  -0.608
C  -0.603  -0.502  0.529
C  -0.010  0.988  0.757
O  0.266  -1.503  0.743
N  -1.858  -0.711  0.473
N  -0.507  2.094  1.110
H  -2.421  0.115  0.312
H  -1.068  2.010  1.957
H  -0.998  -3.130  0.593
H  0.549  -3.360  1.471
H  -0.798  -2.482  2.232
H  2.043  -0.375  0.011
H  1.848  -0.242  -1.735
H  0.644  1.921  -2.427
H  -0.972  1.296  -2.131
H  -0.365  2.683  -1.349
H  2.444  1.158  -0.799

Here are the natural (NBO) charges for atoms 1 to 2, given in e: -0.25 -0.40